1.
ORCA calculation (ωB97M-V/def2-TZVPD) on C19H42N5O4PdSSi3 as an isolated structure.

```
75
Properties=species:S:1:pos:R:3
Pd 0.093 0.493 0.533
N -2.956 1.094 0.192
N -3.577 -0.139 0.384
C -2.872 -1.288 0.486
N -3.566 -2.410 0.681
N -1.554 -1.184 0.404
N -0.826 -2.353 0.477
O 0.366 -2.188 0.622
O -1.369 -3.436 0.389
H -3.278 1.757 0.890
H -3.142 1.445 -0.744
H -4.585 -0.191 0.444
H -4.568 -2.389 0.735
H -3.071 -3.290 0.619
C 3.337 -1.338 -0.323
O 2.708 -0.191 0.236
Si 2.980 0.346 1.798
C 3.369 -1.098 2.908
C 4.420 1.524 1.857
C 1.354 1.212 2.162
Si 1.182 2.975 1.523
C 1.928 4.138 2.791
C 2.091 3.211 -0.114
C -0.587 3.561 1.240
Si 0.269 0.613 3.595
C 0.203 -1.248 3.831
C 1.023 1.387 5.131
C -1.504 1.237 3.460
H 4.407 -1.166 -0.460
H 2.873 -1.541 -1.288
H 3.190 -2.212 0.312
H 4.437 -1.316 2.872
H 2.832 -2.001 2.623
H 3.119 -0.881 3.946
H 5.347 1.002 1.614
H 4.533 1.922 2.866
H 4.318 2.364 1.174
H 2.923 3.824 3.102
H 1.303 4.204 3.680
H 2.009 5.138 2.363
H 2.600 2.314 -0.458
H 2.838 3.999 -0.020
H 1.388 3.529 -0.886
H -1.154 3.648 2.162
H -1.157 2.931 0.550
H -0.515 4.557 0.796
H 0.655 -1.823 3.030
H -0.837 -1.569 3.920
H 0.708 -1.517 4.759
H 2.079 1.137 5.229
H 0.509 1.012 6.017
H 0.937 2.471 5.122
H -1.936 1.101 2.465
H -1.573 2.292 3.716
H -2.119 0.682 4.170
C -4.623 2.720 -4.560
C -3.433 2.123 -3.867
C -2.588 2.920 -3.089
C -1.466 2.385 -2.482
C -1.182 1.038 -2.660
C -2.007 0.218 -3.408
C -3.131 0.772 -4.007
S 0.217 0.305 -1.849
C 1.530 1.095 -2.762
O 0.264 -1.133 -2.164
H -5.005 3.583 -4.019
H -5.426 1.993 -4.666
H -4.350 3.054 -5.562
H -2.814 3.971 -2.963
H -0.832 3.008 -1.863
H -1.768 -0.833 -3.507
H -3.781 0.142 -4.600
H 1.441 0.703 -3.774
H 2.469 0.801 -2.303
H 1.413 2.173 -2.742
```

Properties
spin multiplicity: 3
relative energy (zero: lowest compared OMol25 entry of this formula, charge and spin): 18.15 kcal/mol
⟨S²⟩: 2.01
LUMO energy (alpha / beta): -2.3508 / -4.3992 eV
charge: +1
HOMO-LUMO gap (alpha / beta): 8.6 / 7.3 eV

***

2.
ORCA calculation (ωB97M-V/def2-TZVPD) on a 7-piece molecular cluster, C19H42NO13P overall.

```
76
Properties=species:S:1:pos:R:3
N 0.401 -0.739 0.966
H 1.093 -1.526 0.516
H 0.163 -0.054 0.206
H 0.915 -0.233 1.541
H -0.378 -1.336 1.359
P 1.162 -2.880 3.157
O 2.357 -2.369 2.367
O 1.692 -3.849 4.313
O 0.012 -3.302 2.335
O 0.754 -1.655 3.838
O 0.977 2.228 1.360
C 1.537 2.518 2.453
O 2.617 3.274 2.626
C 3.105 4.100 1.527
C 4.538 4.142 1.685
C 1.063 1.793 3.656
H 2.632 5.049 1.647
H 2.663 3.898 0.524
H 5.159 3.149 1.914
H 4.853 4.712 2.444
H 4.945 4.679 0.750
H -0.069 1.432 3.712
H 1.040 2.333 4.698
H 1.572 0.866 3.856
O -1.171 -1.954 -1.445
C -2.133 -2.645 -1.149
O -3.406 -2.593 -1.793
C -3.693 -1.593 -2.687
C -5.021 -2.003 -3.499
C -2.053 -3.771 -0.113
H -2.614 -1.515 -3.236
H -4.015 -0.757 -2.106
H -5.983 -1.975 -2.911
H -5.029 -2.935 -3.799
H -5.025 -1.519 -4.332
H -2.874 -4.530 -0.304
H -2.273 -3.388 0.921
H -1.180 -4.072 0.050
O 0.950 0.217 -2.340
C 0.368 0.354 -3.403
O -0.233 1.466 -3.780
C -0.124 2.676 -3.019
C 0.893 3.645 -3.493
C 0.208 -0.800 -4.336
H -0.187 2.403 -1.812
H -1.092 3.334 -3.282
H 0.631 3.737 -4.552
H 1.798 3.264 -3.269
H 1.018 4.530 -2.858
H -0.786 -1.369 -4.157
H 0.920 -1.493 -4.226
H 0.398 -0.614 -5.414
O -4.458 -0.602 3.417
C -3.335 -0.836 2.993
O -2.641 -0.303 1.946
C -3.495 0.451 1.068
C -2.527 0.978 -0.074
C -2.532 -1.849 3.800
H -4.269 1.191 1.258
H -3.964 -0.210 0.675
H -2.953 1.566 -0.745
H -2.025 0.272 -0.494
H -1.723 1.725 0.433
H -1.660 -1.454 4.191
H -2.041 -2.769 3.021
H -2.994 -2.379 4.644
C 3.913 0.225 0.498
C 4.318 -0.745 -0.641
O 5.186 -0.334 -1.479
C 3.394 -1.982 -0.960
H 2.906 0.672 0.377
H 4.566 1.106 0.817
H 3.720 -0.264 1.287
H 3.815 -2.697 -1.604
H 2.631 -1.419 -1.437
H 3.038 -2.673 -0.086
```

Properties
spin multiplicity: 1
relative energy (zero: lowest compared OMol25 entry of this formula, charge and spin): 31.89 kcal/mol
LUMO energy: 3.6095 eV
charge: -2
HOMO-LUMO gap: 1.8 eV

***

3.
ORCA calculation (ωB97M-V/def2-TZVPD) on C19H42NO9P2Ti as an isolated structure.

```
74
Properties=species:S:1:pos:R:3
Ti 0.129 0.344 -1.960
C 2.368 -1.583 -5.343
C 2.700 -0.785 -3.970
C 4.222 -0.720 -3.570
O 1.923 0.402 -3.968
H 3.142 -1.365 -6.080
H 1.353 -1.280 -5.601
H 2.474 -2.663 -5.242
H 2.211 -1.534 -3.347
H 4.763 -0.220 -4.374
H 4.512 -1.770 -3.559
H 4.361 -0.245 -2.599
C -1.706 0.486 4.060
C -2.400 1.203 2.926
O -1.761 1.103 1.650
P -1.217 2.391 0.750
O -0.663 2.038 -0.565
O -2.487 3.417 0.705
C -3.665 3.281 -0.060
C -4.330 4.680 0.086
O -0.224 3.126 1.772
C -0.269 4.579 1.970
C 0.130 5.023 3.388
H -1.106 1.198 4.627
H -2.519 0.205 4.730
H -1.144 -0.399 3.761
H -3.475 1.048 2.825
H -2.204 2.185 3.357
H -3.471 2.986 -1.091
H -4.184 2.455 0.426
H -4.983 4.747 -0.785
H -4.762 4.893 1.064
H -3.635 5.502 -0.083
H 0.535 4.973 1.348
H -1.092 5.201 1.617
H 1.037 4.456 3.599
H 0.208 6.098 3.553
H -0.688 4.641 3.998
C -1.562 -3.578 2.970
C -1.236 -2.979 1.641
O 0.138 -2.580 1.911
P 0.992 -1.926 0.721
O 0.216 -0.799 0.027
O 2.438 -1.303 1.376
C 3.007 -0.204 0.678
C 2.935 1.054 1.578
O 1.364 -3.113 -0.309
C 2.003 -4.379 0.061
C 3.472 -4.235 0.533
H -1.553 -3.076 3.937
H -2.611 -3.874 2.935
H -1.109 -4.565 3.071
H -1.391 -3.772 0.909
H -1.956 -2.244 1.283
H 4.077 -0.285 0.486
H 2.584 0.074 -0.287
H 1.905 1.405 1.635
H 3.390 0.974 2.566
H 3.586 1.822 1.160
H 1.423 -4.742 0.910
H 2.107 -5.105 -0.745
H 3.917 -3.714 -0.314
H 3.528 -3.624 1.434
H 3.836 -5.216 0.836
N -1.722 -2.083 -2.836
C -2.115 -1.116 -1.976
C -2.352 0.043 -2.706
C -1.969 -0.274 -3.981
C -1.582 -1.517 -4.060
H -1.629 -3.011 -2.449
H -2.316 -1.296 -0.931
H -2.665 1.021 -2.371
H -1.814 0.348 -4.850
H -1.416 -2.230 -4.855
```

Properties
spin multiplicity: 5
⟨S²⟩: 6.01
LUMO energy (alpha / beta): -1.7834 / -4.6758 eV
charge: +1
HOMO-LUMO gap (alpha / beta): 5.6 / 6.7 eV

***

4.
ORCA calculation (ωB97M-V/def2-TZVPD) on C19H42NOP3PdSe as an isolated structure.

```
68
Properties=species:S:1:pos:R:3
Pd -0.126 -0.629 -1.123
P -1.526 -2.020 -0.009
P 1.273 -0.383 0.856
P 1.494 -1.479 -2.431
H -2.367 3.171 -5.446
C -2.681 2.313 -6.075
C -3.345 1.264 -5.540
H -3.610 1.241 -4.478
C -2.624 -1.169 1.168
C -0.867 -3.332 1.113
C -2.600 -2.882 -1.214
C 2.217 1.146 0.922
C 0.527 -0.104 2.478
C 2.459 -1.699 1.312
C 0.830 -1.334 -4.105
C 1.840 -3.243 -2.109
C 3.041 -0.530 -2.400
H -2.433 2.426 -7.140
H -3.702 0.440 -6.166
H -2.675 -0.105 0.886
H -2.167 -1.229 2.166
H -3.600 -1.686 1.158
H -0.620 -2.881 2.092
H 0.013 -3.781 0.630
H -1.642 -4.105 1.273
H -3.270 -2.129 -1.672
H -3.190 -3.686 -0.734
H -1.911 -3.323 -1.957
H 2.736 1.158 1.889
H 1.546 2.006 0.825
H 2.931 1.143 0.105
H 1.387 0.059 3.144
H -0.036 -0.964 2.827
H -0.157 0.756 2.435
H 3.017 -1.378 2.201
H 3.167 -1.913 0.509
H 1.932 -2.629 1.552
H 1.570 -1.760 -4.795
H 0.677 -0.262 -4.314
H -0.117 -1.894 -4.166
H 2.431 -3.670 -2.935
H 0.875 -3.782 -2.061
H 2.417 -3.319 -1.171
H 3.714 -0.971 -3.149
H 3.516 -0.559 -1.409
H 2.810 0.508 -2.675
C 0.117 3.440 -2.327
C -0.873 2.576 -2.826
C -0.725 2.084 -4.107
C 0.346 2.368 -4.976
C 1.437 3.066 -4.381
C 1.320 3.548 -3.057
Se -0.258 4.350 -0.679
H 0.088 5.693 -1.129
H -1.756 2.247 -2.304
H -1.543 1.467 -4.465
H 0.326 2.036 -6.046
H 2.339 3.162 -5.000
H 2.178 4.011 -2.591
C -2.971 3.958 2.259
C -2.302 2.691 2.686
N -2.757 2.247 3.890
O -1.458 2.127 1.968
H -2.782 4.710 3.022
H -4.027 3.742 2.112
H -2.538 4.285 1.318
H -2.339 1.452 4.357
H -3.432 2.806 4.406
```

Properties
spin multiplicity: 5
⟨S²⟩: 6.02
LUMO energy (alpha / beta): -12.0880 / -16.2119 eV
charge: +4
HOMO-LUMO gap (alpha / beta): 6.6 / 3.2 eV

***

5.
ORCA calculation (ωB97M-V/def2-TZVPD) on C19H43BBr18GaO2 as an isolated structure.

```
84
Properties=species:S:1:pos:R:3
O 7.511 -0.627 -0.310
B 6.722 -0.115 -1.310
O 6.940 1.192 -1.645
C 5.657 -0.958 -2.056
Ga 3.721 -0.423 -1.619
H 7.113 -1.458 -0.034
H 6.424 1.385 -2.435
H 5.788 -0.764 -3.121
H 5.834 -2.022 -1.908
H 3.200 -1.072 -0.256
H 2.702 -0.916 -2.788
H 3.677 1.231 -1.630
Br 2.249 0.283 -7.853
C 3.680 -0.758 -7.043
C 3.753 -0.568 -5.554
Br 4.555 1.127 -5.067
H 4.595 -0.472 -7.551
H 3.443 -1.792 -7.282
H 4.395 -1.323 -5.105
H 2.785 -0.597 -5.067
Br 3.118 1.617 0.275
C 1.982 2.272 1.812
C 2.178 3.735 2.102
Br 3.847 4.062 3.063
H 2.203 1.653 2.676
H 0.959 2.089 1.486
H 1.401 4.125 2.758
H 2.219 4.335 1.198
Br 5.720 -3.688 -8.199
C 4.663 -4.551 -9.581
C 4.510 -3.690 -10.804
Br 3.198 -2.267 -10.582
H 3.710 -4.815 -9.135
H 5.212 -5.455 -9.830
H 4.133 -4.285 -11.632
H 5.440 -3.213 -11.094
Br 0.261 0.862 -2.400
C -0.451 -0.105 -3.914
C -0.413 0.723 -5.168
Br -1.828 2.064 -5.182
H -1.454 -0.423 -3.651
H 0.193 -0.978 -4.021
H -0.593 0.107 -6.046
H 0.523 1.257 -5.287
Br 0.738 7.491 -5.673
C -0.983 6.626 -5.404
C -1.291 6.429 -3.944
Br -0.282 4.955 -3.190
H -0.952 5.688 -5.949
H -1.713 7.291 -5.861
H -2.337 6.159 -3.816
H -1.067 7.307 -3.348
Br 2.943 -1.113 3.059
C 2.170 -0.479 4.723
C 1.177 -1.451 5.297
Br -0.506 -1.397 4.326
H 1.723 0.487 4.512
H 3.007 -0.350 5.404
H 0.926 -1.180 6.321
H 1.523 -2.478 5.266
Br -1.222 2.267 5.358
C -2.952 1.484 5.741
C -3.179 1.316 7.218
Br -2.178 -0.187 7.947
H -2.991 0.543 5.200
H -3.683 2.174 5.325
H -4.226 1.089 7.418
H -2.885 2.188 7.790
Br -5.126 -1.395 9.812
C -5.887 -2.386 8.324
C -5.780 -1.618 7.035
Br -7.085 -0.171 6.929
H -6.908 -2.626 8.597
H -5.307 -3.303 8.254
H -5.997 -2.265 6.188
H -4.803 -1.165 6.905
Br -12.011 -4.316 6.441
C -10.668 -3.206 7.306
C -9.385 -3.164 6.523
Br -8.357 -4.806 6.728
H -10.532 -3.601 8.306
H -11.106 -2.213 7.362
H -8.738 -2.376 6.898
H -9.545 -3.028 5.460
```

Properties
spin multiplicity: 1
LUMO energy: 1.2766 eV
charge: -1
HOMO-LUMO gap: 5.9 eV

***

6.
ORCA calculation (ωB97M-V/def2-TZVPD) on a 3-piece molecular cluster, C19H43BBrN4O4 overall.

```
72
Properties=species:S:1:pos:R:3
C -0.111 -4.764 4.366
C 0.662 -3.875 3.397
O 0.627 -2.528 3.893
C 1.647 -1.630 3.448
C 0.987 -0.468 2.669
Br 2.033 1.179 3.140
C -0.364 -0.161 3.307
N -1.418 -1.054 2.760
C -1.550 -0.762 1.298
C -0.265 -1.111 0.576
B -0.467 -0.448 -0.894
O -0.412 0.924 -0.902
N -0.772 -1.197 -2.063
C -1.297 -2.559 -1.901
C -1.479 -0.432 -3.117
N 0.908 -0.554 1.246
C 2.147 -0.693 0.489
C 2.414 -2.007 -0.259
N 2.325 -3.213 0.561
H -1.127 -4.966 4.032
H -0.157 -4.262 5.332
H 0.410 -5.708 4.518
H 1.696 -4.204 3.305
H 0.212 -3.898 2.397
H 2.144 -1.227 4.331
H 2.377 -2.152 2.836
H -0.315 -0.252 4.388
H -0.668 0.857 3.067
H -2.303 -0.907 3.247
H -1.144 -2.031 2.912
H -1.750 0.309 1.225
H -2.399 -1.302 0.880
H -0.199 -2.209 0.524
H 0.181 1.300 -1.581
H -1.412 -3.031 -2.874
H -0.590 -3.173 -1.340
H -2.259 -2.587 -1.379
H -0.772 0.147 -3.710
H -2.233 0.237 -2.702
H -1.977 -1.129 -3.789
H 2.996 -0.470 1.134
H 2.137 0.102 -0.265
H 3.414 -1.919 -0.690
H 1.731 -2.094 -1.108
H 3.222 -3.658 0.690
H 1.680 -3.890 0.181
C -2.583 3.421 -0.046
C -2.207 4.900 -0.107
C -3.223 5.514 0.849
O -3.491 4.516 1.840
C -2.958 3.267 1.422
H -1.782 2.745 -0.337
H -3.452 3.227 -0.680
H -1.194 5.046 0.273
H -2.261 5.325 -1.107
H -4.157 5.760 0.333
H -2.858 6.411 1.348
H -2.070 3.037 2.029
H -3.708 2.490 1.596
C 2.235 0.885 -4.913
C 2.466 2.394 -4.958
C 1.559 2.885 -3.841
O 1.529 1.830 -2.859
C 2.113 0.641 -3.418
H 3.036 0.305 -5.367
H 1.300 0.631 -5.417
H 3.508 2.623 -4.729
H 2.222 2.845 -5.918
H 0.540 3.059 -4.199
H 1.919 3.794 -3.361
H 3.094 0.482 -2.957
H 1.469 -0.205 -3.177
```

Properties
spin multiplicity: 1
LUMO energy: -2.6313 eV
charge: +1
HOMO-LUMO gap: 8.8 eV

***

For the records above, the corresponding max |F| values read 0.9 11.4 5.1 3.8 2.8 1.3 eV Å⁻¹.